Computed, not measured: one molecule with the formula C2H5NP2 at a distorted geometry, with the ωB97M-V functional and the def2-TZVPD basis.

Geometry as XYZ:
```
10
Properties=species:S:1:pos:R:3:lowdin_charge:R:1
C -0.20556 0.93837 2.01196 -0.790
C 0.70261 -1.20269 -1.25112 -0.283
N 0.21872 -0.43312 -0.18672 -0.434
P -0.65701 1.17630 3.61038 0.728
P -0.41373 -0.75146 1.18544 0.793
H 0.14065 1.78638 1.58449 -0.074
H 1.27926 -2.03895 -0.94898 0.034
H 1.29560 -0.52242 -1.89740 0.068
H -0.11490 -1.87238 -1.88532 0.126
H -0.08351 2.43614 3.54967 -0.167
```

Results
DFT total energy	-816.55301	Eh
F_max	4.51	eV Å⁻¹
ΔE to the lowest compared entry with this formula, charge and spin	2.047	eV
orbital gap	7.9043	eV
SMILES string	[H]/P=C/P=N/C